Formula: C51H59F3N2O3S
Source: OMol25
Level of theory: ωB97M-V with the def2-TZVPD basis set

The geometry in XYZ format:
```
119
Properties=species:S:1:pos:R:3
H 5.871 -5.170 2.760
F -3.620 -1.537 -4.028
C -9.032 -1.514 -2.783
H -6.963 -1.725 -3.293
C -10.242 -0.921 -3.113
H -2.511 -1.970 -1.209
H 4.798 2.173 1.596
N -2.083 0.539 -2.136
H 0.270 -2.323 -2.320
H -0.385 2.595 1.108
O -0.997 0.893 -0.139
C -4.164 4.588 6.986
C 2.673 -4.200 -1.497
H -11.267 0.390 -4.466
H 2.909 1.879 -2.694
C 5.877 3.745 -5.606
O -0.041 -0.534 -1.474
H -1.676 3.411 5.016
C 6.484 5.839 -4.594
H -4.319 5.187 7.874
H -3.723 0.363 -0.886
H 7.125 6.710 -4.555
C 5.186 -0.956 2.826
O -4.481 -1.891 -0.750
C 2.628 -0.233 -2.633
H 2.648 -0.953 -1.825
C -0.033 2.806 2.104
C 3.860 -6.937 4.831
H 3.292 -6.335 6.810
C -0.011 1.785 3.039
H 0.481 1.223 5.050
C 5.449 5.698 -3.681
H 1.820 -0.614 2.880
H 2.135 -5.773 -2.852
C 0.869 4.321 3.739
H 7.502 4.975 -6.272
H -0.888 -1.355 -3.227
C 2.114 -6.016 0.525
F -2.893 -3.372 -3.114
H -4.097 0.241 -2.554
H 3.137 -2.821 0.083
C 2.248 -5.482 -1.816
H -0.679 0.952 -3.585
H 4.587 -7.279 2.843
C -3.748 -2.333 -2.938
H -3.959 1.461 -4.647
C -5.054 3.283 5.174
S 1.340 -0.795 -3.784
H 1.254 3.484 5.677
C -7.902 -1.260 -3.548
H 3.555 -0.301 -3.175
C 4.626 4.582 -3.734
H 4.200 2.733 -4.734
C 2.813 -3.824 -0.167
C -3.421 -1.577 -1.648
C 0.894 3.294 4.674
C 4.585 -6.611 3.694
C 5.527 0.290 2.320
H 2.822 1.219 -1.055
C 5.313 -4.575 4.744
C 5.309 -5.428 3.649
H 2.645 -4.440 1.881
C 0.410 4.076 2.450
H -4.227 -1.527 0.098
H 3.293 -7.858 4.866
H -5.903 2.866 4.648
N -2.198 2.303 -3.770
H 5.961 -1.674 3.065
C 2.860 -0.360 2.723
C -2.877 4.361 6.516
H -0.357 0.798 2.757
C -1.051 0.334 -1.217
H 5.880 -3.653 4.709
C -5.252 4.047 6.315
C -10.322 -0.070 -4.207
C 1.968 -6.390 -0.805
C 0.457 2.024 4.322
C 4.589 -4.901 5.881
H -11.123 -1.121 -2.518
H 0.402 4.871 1.716
H -4.222 2.513 -3.291
H -9.254 0.857 -5.818
H -3.770 3.227 -4.816
C 4.840 3.605 -4.694
C -1.754 0.941 -3.480
H 3.815 4.474 -3.024
C -9.192 0.190 -4.968
C 2.534 -4.733 0.844
H 1.635 -7.389 -1.052
H -2.028 4.785 7.038
C 4.533 1.206 2.004
C 3.198 0.883 2.208
H 1.898 -6.726 1.313
H -6.255 4.223 6.682
C 3.860 -6.082 5.924
H -1.664 2.602 -4.573
C -7.982 -0.406 -4.639
C -2.678 3.591 5.380
H -7.101 -0.205 -5.235
C -3.608 2.377 -4.174
H -8.968 -2.176 -1.930
C -3.767 3.053 4.708
H 2.424 1.594 1.957
C -3.362 -0.048 -1.822
C 0.021 -1.324 -2.646
H 4.592 -4.236 6.734
C 2.416 1.160 -2.054
C 3.852 -1.283 3.025
F -5.005 -2.815 -2.942
H -3.610 2.455 3.820
H 5.283 6.457 -2.929
H 2.894 -3.489 -2.285
H 1.207 5.312 4.014
H 3.586 -2.257 3.417
H 6.568 0.546 2.166
C 6.697 4.864 -5.558
H -2.130 0.264 -4.251
H 6.047 2.982 -6.354
H 1.380 1.455 -1.996
```

**HOMO-LUMO gap**: 9.44 eV
**E_HOMO**: -9.073 eV
**SMILES**: CCSCOC(=O)N(CNC)C[C@@H](O)C(F)(F)F.c1ccccc1.c1ccccc1.c1ccccc1.c1ccccc1.c1ccccc1.c1ccccc1.c1ccccc1

Löwdin population analysis, charges in e, atoms 1 to 99:
1 H 0.103
2 F 0.118
3 C -0.091
4 H 0.078
5 C -0.098
6 H 0.156
7 H 0.101
8 N -0.018
9 H 0.082
10 H 0.075
11 O 0.123
12 C -0.101
13 C -0.103
14 H 0.099
15 H 0.049
16 C -0.097
17 O -0.029
18 H 0.070
19 C -0.097
20 H 0.098
21 H 0.138
22 H 0.100
23 C -0.099
24 O 0.006
25 C -0.505
26 H 0.052
27 C -0.098
28 C -0.097
29 H 0.100
30 C -0.119
31 H 0.107
32 C -0.096
33 H 0.095
34 H 0.101
35 C -0.096
36 H 0.100
37 H 0.063
38 C -0.096
39 F 0.134
40 H 0.119
41 H 0.094
42 C -0.095
43 H 0.085
44 H 0.101
45 C -0.531
46 H 0.069
47 C -0.100
48 S 0.893
49 H 0.103
50 C -0.088
51 H 0.064
52 C -0.098
53 H 0.090
54 C -0.089
55 C -0.220
56 C -0.112
57 C -0.103
58 C -0.096
59 H 0.069
60 C -0.104
61 C -0.099
62 H 0.093
63 C -0.084
64 H 0.104
65 H 0.100
66 H 0.098
67 N -0.076
68 H 0.090
69 C -0.087
70 C -0.091
71 H 0.102
72 C -0.484
73 H 0.092
74 C -0.103
75 C -0.100
76 C -0.095
77 C -0.114
78 C -0.094
79 H 0.099
80 H 0.101
81 H 0.072
82 H 0.099
83 H 0.076
84 C -0.100
85 C -0.230
86 H 0.097
87 C -0.100
88 C -0.092
89 H 0.100
90 H 0.099
91 C -0.091
92 C -0.087
93 H 0.099
94 H 0.098
95 C -0.096
96 H 0.098
97 C -0.095
98 C -0.081
99 H 0.097

Formula: C3H14N2O2
Source: OMol25
Level of theory: ωB97M-V with the def2-TZVPD basis set

The geometry in XYZ format:
```
21
Properties=species:S:1:pos:R:3
H -3.005 0.085 -1.137
H 0.597 0.954 -0.124
H 0.067 0.964 2.743
C -0.156 0.553 1.762
O -2.726 0.927 -1.497
N 1.031 -1.634 0.528
H 2.146 -1.449 -1.217
H -2.644 1.563 -0.778
H 3.053 -1.021 0.364
C 2.110 -0.940 -0.221
H -1.248 0.483 1.683
H 1.975 0.104 -0.445
H -0.505 -1.582 1.811
H -0.973 0.906 -2.047
H -0.408 -0.268 -2.946
N 0.241 1.464 0.667
C 0.387 -0.939 1.672
O -0.332 0.182 -2.104
H 0.982 2.053 1.037
H 1.182 -0.933 2.416
H 0.319 -1.750 -0.197
```

**HOMO-LUMO gap**: 8.98 eV
**E_HOMO**: -8.352 eV
**Relative energy (zero: lowest compared OMol25 entry of this formula, charge and spin)**: 178.3 kJ/mol
**SMILES**: CNCCN.O.O

Löwdin charges, unit e, in atom order:
1 H 0.053
2 H -0.006
3 H 0.096
4 C -0.245
5 O -0.052
6 N -0.122
7 H 0.090
8 H 0.054
9 H 0.081
10 C -0.146
11 H 0.075
12 H 0.029
13 H 0.108
14 H 0.009
15 H 0.041
16 N -0.012
17 C -0.212
18 O -0.076
19 H 0.063
20 H 0.094
21 H 0.077

Formula: C6H5As5CuF30NO2
Source: OMol25
Level of theory: ωB97M-V with the def2-TZVPD basis set

The geometry in XYZ format:
```
50
Properties=species:S:1:pos:R:3
F 2.127 4.394 5.667
H -7.019 -3.475 -0.038
As 4.251 2.595 -2.345
H -7.731 -1.984 1.729
As 5.571 -3.578 -0.723
F 1.413 1.629 3.609
As 1.899 3.015 4.566
C -6.287 -2.831 0.426
F 4.589 1.187 -3.449
C -6.679 -2.057 1.495
F -0.005 0.101 -4.444
F 4.875 3.727 -3.573
F 5.337 -3.088 -2.382
F 3.907 4.016 -1.227
F -1.514 -1.424 -3.307
F 0.328 -3.438 -3.671
F 3.624 2.570 4.478
O -3.421 0.421 3.016
C -5.709 -1.402 2.187
F -1.980 3.270 -2.211
F -2.087 3.669 1.455
H -5.908 -0.676 2.962
F 1.474 1.984 6.001
F -3.113 4.987 -0.729
F -0.564 -2.166 -5.631
N -3.252 -0.685 2.466
F 3.665 1.498 -1.006
F 2.576 2.681 -3.052
F 6.747 -2.213 -0.716
O -2.078 -1.133 2.316
H -4.581 -3.748 -0.628
F 5.796 -3.911 0.986
F 5.842 2.572 -1.600
As -2.158 3.441 -0.405
F -1.076 2.005 -0.292
F 0.770 -1.201 -2.323
F 4.215 -2.543 -0.335
F 6.910 -4.854 -1.034
As 0.104 -1.693 -4.042
F 2.103 4.108 3.136
F -3.744 2.651 -0.231
F -0.660 4.526 -0.354
F 1.812 -1.488 -4.677
Cu 1.511 -0.752 1.063
C -3.975 -2.367 0.770
H -3.040 -2.413 0.230
C -4.334 -1.498 1.837
F 4.259 -4.889 -0.870
C -4.965 -3.064 0.115
F 0.174 3.526 4.785
```

**HOMO-LUMO gap**: 8.15 eV
**E_HOMO**: -2.793 eV
**Total charge**: -4
**Relative energy (zero: lowest compared OMol25 entry of this formula, charge and spin)**: 340.2 kJ/mol

Löwdin charges, unit e, in atom order:
1 F -0.322
2 H 0.096
3 As 0.920
4 H 0.101
5 As 0.888
6 F -0.287
7 As 0.882
8 C -0.100
9 F -0.311
10 C -0.102
11 F -0.325
12 F -0.325
13 F -0.266
14 F -0.336
15 F -0.322
16 F -0.312
17 F -0.292
18 O 0.094
19 C -0.021
20 F -0.314
21 F -0.348
22 H 0.112
23 F -0.344
24 F -0.363
25 F -0.320
26 N -0.289
27 F -0.325
28 F -0.301
29 F -0.302
30 O 0.027
31 H 0.112
32 F -0.299
33 F -0.304
34 As 0.989
35 F -0.302
36 F -0.361
37 F -0.289
38 F -0.363
39 As 0.981
40 F -0.285
41 F -0.314
42 F -0.333
43 F -0.315
44 Cu 0.893
45 C 0.013
46 H 0.128
47 C -0.087
48 F -0.350
49 C -0.077
50 F -0.330

Copy entry 3 word for word.
Formula: C6H5As5CuF30NO2
Source: OMol25
Level of theory: ωB97M-V with the def2-TZVPD basis set

The geometry in XYZ format:
```
50
Properties=species:S:1:pos:R:3
F 2.127 4.394 5.667
H -7.019 -3.475 -0.038
As 4.251 2.595 -2.345
H -7.731 -1.984 1.729
As 5.571 -3.578 -0.723
F 1.413 1.629 3.609
As 1.899 3.015 4.566
C -6.287 -2.831 0.426
F 4.589 1.187 -3.449
C -6.679 -2.057 1.495
F -0.005 0.101 -4.444
F 4.875 3.727 -3.573
F 5.337 -3.088 -2.382
F 3.907 4.016 -1.227
F -1.514 -1.424 -3.307
F 0.328 -3.438 -3.671
F 3.624 2.570 4.478
O -3.421 0.421 3.016
C -5.709 -1.402 2.187
F -1.980 3.270 -2.211
F -2.087 3.669 1.455
H -5.908 -0.676 2.962
F 1.474 1.984 6.001
F -3.113 4.987 -0.729
F -0.564 -2.166 -5.631
N -3.252 -0.685 2.466
F 3.665 1.498 -1.006
F 2.576 2.681 -3.052
F 6.747 -2.213 -0.716
O -2.078 -1.133 2.316
H -4.581 -3.748 -0.628
F 5.796 -3.911 0.986
F 5.842 2.572 -1.600
As -2.158 3.441 -0.405
F -1.076 2.005 -0.292
F 0.770 -1.201 -2.323
F 4.215 -2.543 -0.335
F 6.910 -4.854 -1.034
As 0.104 -1.693 -4.042
F 2.103 4.108 3.136
F -3.744 2.651 -0.231
F -0.660 4.526 -0.354
F 1.812 -1.488 -4.677
Cu 1.511 -0.752 1.063
C -3.975 -2.367 0.770
H -3.040 -2.413 0.230
C -4.334 -1.498 1.837
F 4.259 -4.889 -0.870
C -4.965 -3.064 0.115
F 0.174 3.526 4.785
```

**HOMO-LUMO gap**: 8.15 eV
**E_HOMO**: -2.793 eV
**Total charge**: -4
**Relative energy (zero: lowest compared OMol25 entry of this formula, charge and spin)**: 340.2 kJ/mol

Löwdin charges, unit e, in atom order:
1 F -0.322
2 H 0.096
3 As 0.920
4 H 0.101
5 As 0.888
6 F -0.287
7 As 0.882
8 C -0.100
9 F -0.311
10 C -0.102
11 F -0.325
12 F -0.325
13 F -0.266
14 F -0.336
15 F -0.322
16 F -0.312
17 F -0.292
18 O 0.094
19 C -0.021
20 F -0.314
21 F -0.348
22 H 0.112
23 F -0.344
24 F -0.363
25 F -0.320
26 N -0.289
27 F -0.325
28 F -0.301
29 F -0.302
30 O 0.027
31 H 0.112
32 F -0.299
33 F -0.304
34 As 0.989
35 F -0.302
36 F -0.361
37 F -0.289
38 F -0.363
39 As 0.981
40 F -0.285
41 F -0.314
42 F -0.333
43 F -0.315
44 Cu 0.893
45 C 0.013
46 H 0.128
47 C -0.087
48 F -0.350
49 C -0.077
50 F -0.330